# C27H46N3O16S

A 4-piece molecular cluster, C27H46N3O16S overall in a non-equilibrium geometry (the ωB97M-V functional and the def2-TZVPD basis, the OMol25 dataset).

ORCA input file:
```
! RIJCOSX wB97M-V def2-TZVPD def2/J DEFGRID3
* xyz 1 1
C -7.30 1.98 -0.11
C -7.34 0.64 0.22
C -6.29 -0.38 -0.14
N -5.05 -0.23 0.63
C -4.41 0.99 0.58
N -3.68 1.48 -0.35
C -3.45 0.69 -1.59
C -2.16 -0.18 -1.35
C -0.94 0.25 -2.20
S 0.48 0.67 -1.20
O 1.67 0.35 -1.91
O 0.46 0.03 0.07
O 0.42 2.26 -1.04
C -3.05 2.78 -0.20
O -2.02 2.65 0.75
O -1.97 3.92 1.35
N -4.65 1.59 1.80
C -4.28 0.45 2.72
C -4.98 -0.74 2.03
C -6.30 -0.97 2.80
C -6.03 -1.58 4.19
C -4.21 -2.10 1.93
C -2.93 -2.22 2.79
C -2.22 -3.53 2.37
C -0.77 -3.64 2.90
O -0.64 -4.87 3.65
C -0.30 -5.90 2.81
C 1.17 -6.11 2.48
O -1.12 -6.58 2.35
H -7.50 2.34 -1.12
H -7.07 2.72 0.66
H -8.22 0.27 0.77
H -6.65 -1.39 0.03
H -6.11 -0.31 -1.22
H -3.34 1.34 -2.45
H -4.25 -0.02 -1.74
H -1.88 -0.09 -0.30
H -2.40 -1.23 -1.49
H -0.66 -0.57 -2.86
H -1.22 1.14 -2.78
H 0.84 2.48 -0.18
H -3.79 3.51 0.14
H -2.63 3.08 -1.16
H -1.18 3.90 1.93
H -3.93 2.28 2.05
H -3.19 0.40 2.67
H -4.52 0.68 3.75
H -6.82 -0.03 2.99
H -6.99 -1.62 2.26
H -5.22 -1.07 4.72
H -6.91 -1.46 4.81
H -5.74 -2.63 4.12
H -4.91 -2.92 2.09
H -3.89 -2.20 0.89
H -2.26 -1.39 2.56
H -3.23 -2.27 3.84
H -2.83 -4.40 2.63
H -2.20 -3.52 1.27
H -0.52 -2.78 3.52
H -0.11 -3.69 2.03
H 1.46 -5.49 1.62
H 1.78 -5.85 3.34
H 1.34 -7.16 2.24
C 5.04 2.54 -1.93
C 5.06 1.06 -2.20
O 5.73 0.99 -3.46
C 6.49 2.11 -3.59
O 7.30 2.28 -4.44
O 6.21 3.01 -2.61
H 5.09 2.78 -0.87
H 4.16 3.03 -2.36
H 5.64 0.50 -1.47
H 4.07 0.63 -2.27
C 5.69 3.01 2.37
C 5.12 1.81 3.09
O 3.76 2.19 3.29
C 3.44 3.11 2.35
O 2.34 3.50 2.13
O 4.55 3.53 1.69
H 6.48 2.75 1.67
H 6.07 3.77 3.06
H 5.15 0.91 2.48
H 5.61 1.62 4.04
C 9.88 0.65 -6.46
C 8.66 0.76 -7.33
O 8.79 -0.37 -8.20
C 9.57 -1.29 -7.56
O 9.74 -2.40 -7.93
O 10.13 -0.76 -6.44
H 9.70 1.03 -5.46
H 10.75 1.16 -6.88
H 7.73 0.67 -6.77
H 8.64 1.68 -7.91
*
```

Summary:
- Highest occupied orbital energy: -11.039 eV
- Electronic energy: -76796.912 eV
- Strongest force on any atom: 3.34 eV/Å

# C27H47O14P

A 6-piece molecular cluster, C27H47O14P overall (the ωB97M-V functional and the def2-TZVPD basis, the OMol25 dataset).

ORCA input file:
```
! RIJCOSX wB97M-V def2-TZVPD def2/J DEFGRID3
* xyz 0 1
C 0.97 -3.04 3.18
C 0.59 -1.59 3.03
C -0.63 -1.16 2.71
P -2.03 -2.35 2.48
O -2.49 -2.51 4.08
O -3.24 -1.40 1.93
C -0.80 0.32 2.55
O -1.44 0.81 1.64
C -0.05 1.14 3.54
C 1.17 0.72 3.86
C 1.65 -0.55 3.24
O 2.81 -0.73 2.92
H 2.01 -3.14 3.44
H 0.33 -3.56 3.88
H 0.84 -3.52 2.22
H -1.74 -2.25 4.62
H -4.04 -1.76 2.33
H -0.48 2.03 3.96
H 1.81 1.25 4.55
C -0.86 4.40 -2.79
C 0.41 4.57 -1.98
O 0.19 5.35 -0.81
C -0.28 4.84 0.35
C -0.85 3.44 0.37
O -0.30 5.54 1.32
H -1.63 3.87 -2.23
H -0.65 3.84 -3.71
H -1.26 5.38 -3.06
H 0.86 3.61 -1.72
H 1.15 5.11 -2.56
H -1.93 3.50 0.26
H -0.62 3.00 1.32
H -0.45 2.79 -0.40
C -4.34 -3.52 -2.64
C -4.95 -4.69 -1.89
O -4.74 -4.59 -0.48
C -5.53 -3.88 0.33
C -6.57 -2.96 -0.26
O -5.36 -3.95 1.52
H -4.80 -2.58 -2.35
H -4.46 -3.66 -3.71
H -3.28 -3.44 -2.42
H -6.00 -4.83 -2.12
H -4.44 -5.61 -2.19
H -6.16 -1.95 -0.30
H -7.44 -2.96 0.40
H -6.91 -3.24 -1.25
C -2.03 -2.44 -8.29
C -2.14 -3.95 -8.35
O -2.31 -4.53 -7.05
C -3.50 -4.63 -6.43
C -4.70 -3.91 -7.00
O -3.56 -5.25 -5.40
H -2.93 -1.98 -7.89
H -1.85 -2.04 -9.28
H -1.20 -2.16 -7.64
H -2.94 -4.28 -9.02
H -1.22 -4.38 -8.73
H -4.81 -2.96 -6.48
H -5.58 -4.52 -6.81
H -4.65 -3.73 -8.07
C 4.59 -0.01 0.51
C 4.71 -0.74 -0.81
O 4.28 0.07 -1.91
C 5.06 0.96 -2.53
C 6.39 1.33 -1.92
O 4.66 1.50 -3.53
H 5.22 0.88 0.54
H 4.87 -0.65 1.34
H 3.57 0.33 0.66
H 5.72 -1.12 -0.99
H 4.05 -1.60 -0.81
H 6.27 2.24 -1.33
H 7.10 1.52 -2.72
H 6.83 0.56 -1.29
C 4.69 5.80 6.38
C 3.30 5.21 6.35
O 3.27 3.96 5.67
C 3.56 2.79 6.25
C 4.19 2.77 7.62
O 3.38 1.77 5.63
H 5.39 5.17 6.93
H 4.68 6.79 6.85
H 5.08 5.91 5.37
H 2.86 5.12 7.35
H 2.64 5.86 5.78
H 5.27 2.68 7.51
H 3.82 1.90 8.15
H 3.96 3.64 8.23
*
```

Summary:
- Highest occupied orbital energy: -8.327 eV
- SMILES: CC1=C(P(O)O)C(=O)C=CC1=O.CCOC(C)=O.CCOC(C)=O.CCOC(C)=O.CCOC(C)=O.CCOC(C)=O
- Electronic energy: -66714.496 eV
- Strongest force on any atom: 0.96 eV/Å

# C27H48BF2O6

A 7-piece molecular cluster, C27H48BF2O6 overall (the ωB97M-V functional and the def2-TZVPD basis, the OMol25 dataset).

ORCA input file:
```
! RIJCOSX wB97M-V def2-TZVPD def2/J DEFGRID3
* xyz -1 1
F 1.70 -2.13 1.15
C 2.35 -2.02 -0.10
C 2.96 -0.65 -0.28
B 2.21 0.35 -1.33
F 3.08 1.57 -1.42
C 0.74 0.89 -0.80
C -0.40 -0.10 -0.94
C -0.61 -0.80 -2.13
C -1.67 -1.70 -2.24
C -2.52 -1.92 -1.16
C -2.33 -1.21 0.02
C -1.29 -0.30 0.12
H 3.12 -2.79 -0.09
H 1.62 -2.28 -0.86
H 3.05 -0.17 0.70
H 3.98 -0.79 -0.65
H 2.15 -0.10 -2.46
H 0.49 1.79 -1.38
H 0.82 1.22 0.23
H 0.04 -0.65 -2.98
H -1.84 -2.25 -3.16
H -3.35 -2.61 -1.27
H -2.98 -1.33 0.88
H -1.15 0.26 1.04
C -0.64 -3.27 2.97
C -1.58 -2.34 3.69
O -2.48 -1.76 3.11
C -1.36 -2.14 5.17
H -0.90 -3.32 1.92
H 0.38 -2.91 3.07
H -0.71 -4.27 3.41
H -0.37 -1.73 5.35
H -1.47 -3.09 5.70
H -2.10 -1.43 5.55
C -4.08 1.00 5.05
C -3.61 1.36 6.45
O -3.10 0.54 7.18
C -3.81 2.79 6.88
H -3.88 -0.05 4.85
H -5.15 1.18 4.96
H -3.55 1.61 4.32
H -4.87 3.05 6.86
H -3.27 3.46 6.21
H -3.43 2.92 7.89
C 3.75 2.72 1.68
C 2.78 3.58 2.45
O 1.87 4.16 1.91
C 3.01 3.70 3.94
H 3.49 2.70 0.62
H 4.76 3.12 1.79
H 3.72 1.70 2.06
H 4.00 4.12 4.13
H 2.95 2.71 4.40
H 2.26 4.34 4.38
C 3.64 5.00 -4.84
C 4.13 3.57 -4.81
O 4.12 2.89 -5.82
C 4.60 3.04 -3.49
H 3.32 5.26 -5.84
H 2.80 5.11 -4.15
H 4.44 5.67 -4.53
H 3.80 3.08 -2.75
H 5.45 3.64 -3.14
H 4.91 2.01 -3.59
C -3.82 -5.09 0.60
C -2.51 -5.57 0.01
O -1.56 -4.84 -0.08
C -2.45 -7.01 -0.44
H -3.72 -4.04 0.88
H -4.62 -5.18 -0.14
H -4.08 -5.68 1.48
H -3.20 -7.19 -1.22
H -2.66 -7.68 0.40
H -1.46 -7.23 -0.84
C 0.81 1.79 -6.91
C -0.29 1.20 -6.05
O -0.11 0.93 -4.89
C -1.64 0.98 -6.71
H 1.72 1.89 -6.32
H 1.00 1.13 -7.76
H 0.51 2.77 -7.28
H -1.53 0.29 -7.55
H -2.03 1.93 -7.08
H -2.33 0.56 -5.98
*
```

Summary:
- Highest occupied orbital energy: -4.490 eV
- Electronic energy: -47176.495 eV
- Strongest force on any atom: 0.74 eV/Å

# C27H48CeClO2P

C27H48CeClO2P as an isolated structure in a non-equilibrium geometry (the ωB97M-V functional and the def2-TZVPD basis, the OMol25 dataset).

ORCA input file:
```
! RIJCOSX wB97M-V def2-TZVPD def2/J DEFGRID3
* xyz 0 1
Ce -3.41 -1.09 0.51
Cl -1.80 -3.11 0.36
P 0.30 -0.12 -0.63
C -4.10 -1.33 -1.48
H -5.16 -1.14 -1.71
H -3.45 -1.75 -2.26
C 1.20 1.39 0.06
C 0.17 0.11 -2.50
C 0.36 2.66 -0.17
H 1.17 1.17 1.14
C 0.90 3.84 0.64
H 0.38 2.92 -1.24
H -0.70 2.47 0.08
C 2.40 4.09 0.40
H 0.33 4.75 0.39
H 0.73 3.64 1.71
C 3.23 2.81 0.53
H 2.54 4.52 -0.60
H 2.76 4.83 1.12
C 2.67 1.64 -0.29
H 4.27 3.01 0.21
H 3.27 2.51 1.58
H 2.77 1.87 -1.36
H 3.28 0.74 -0.11
C 1.52 -1.55 -0.42
C 1.24 0.98 -3.16
H 0.28 -0.92 -2.89
C 1.04 1.01 -4.68
H 1.18 2.01 -2.77
H 2.25 0.61 -2.94
C -0.36 1.52 -5.06
H 1.80 1.65 -5.13
H 1.18 0.00 -5.07
C -1.47 0.75 -4.34
H -0.44 2.59 -4.82
H -0.49 1.43 -6.14
C -1.25 0.60 -2.83
H -2.43 1.26 -4.51
H -1.56 -0.25 -4.78
H -1.43 1.57 -2.32
H -2.00 -0.10 -2.42
C 2.05 -1.62 1.03
H 0.84 -2.40 -0.56
C 2.87 -2.90 1.27
H 2.68 -0.74 1.24
H 1.20 -1.58 1.74
C 3.99 -3.08 0.24
H 3.29 -2.88 2.28
H 2.19 -3.76 1.21
C 3.50 -2.93 -1.21
H 4.78 -2.34 0.43
H 4.45 -4.07 0.36
C 2.66 -1.66 -1.44
H 4.35 -2.93 -1.89
H 2.88 -3.80 -1.47
H 3.32 -0.78 -1.37
H 2.27 -1.68 -2.46
C -1.52 -0.50 3.57
C -2.74 -0.93 3.37
H -1.22 0.49 3.19
C -3.25 -2.32 3.75
H -3.56 -0.23 3.06
C -2.28 -3.04 4.72
H -4.24 -2.23 4.24
H -3.43 -2.98 2.87
C -0.82 -2.75 4.38
H -2.48 -2.70 5.74
H -2.48 -4.12 4.72
C -0.54 -1.23 4.43
H -0.14 -3.26 5.06
H -0.62 -3.10 3.36
H -0.65 -0.92 5.48
H 0.50 -1.02 4.15
C -4.62 2.97 0.19
C -4.23 1.56 0.58
O -5.07 0.66 0.94
O -2.97 1.25 0.45
H -4.65 3.04 -0.91
H -3.85 3.65 0.56
H -5.61 3.24 0.58
*
```

Summary:
- Highest occupied orbital energy (alpha / beta): -7.264 / -7.265 eV
- Electronic energy: -67613.410 eV
- Strongest force on any atom: 2.76 eV/Å